[1]
Formula: C5H15NO
Source: the OMol25 dataset
Level of theory: ωB97M-V/def2-TZVPD

XYZ file:
```
22
Properties=species:S:1:pos:R:3:forces:R:3:lowdin_charge:R:1
C -2.873 1.913 -1.377 0.702 0.454 -0.932 -0.14
N -2.172 1.126 -0.363 -0.596 -0.626 -0.252 -0.12
C -0.929 0.440 -0.756 -0.524 0.600 -1.336 -0.25
C 0.283 0.810 0.082 0.783 -2.124 -0.460 -0.40
C -0.053 0.722 1.586 -0.090 0.902 -0.399 -0.07
C 1.454 -0.204 -0.266 -0.776 1.197 1.191 -0.08
H -3.668 1.417 -1.946 -0.127 -0.293 0.455 0.07
H -2.212 2.255 -2.185 0.347 -0.131 0.291 0.07
H -3.250 2.830 -0.957 -0.432 0.259 0.316 0.06
H -2.813 0.378 -0.136 -0.072 0.202 0.465 0.09
H -0.738 0.688 -1.820 0.185 -0.072 0.357 0.11
H -1.121 -0.643 -0.781 0.353 0.083 0.408 0.12
H 0.743 1.724 -0.280 -0.621 0.668 0.391 0.12
H -0.194 1.697 2.059 0.140 0.070 -0.162 0.07
H 0.668 0.177 2.195 0.025 -0.143 -0.231 0.07
H -1.038 0.280 1.631 -0.128 -0.467 0.429 0.06
H 1.571 -0.399 -1.328 0.154 0.260 -0.093 0.07
H 1.360 -1.155 0.261 -0.060 0.035 0.012 0.07
H 2.254 0.397 0.178 0.740 -0.875 -0.450 0.07
O 3.873 -4.781 1.212 0.673 -0.428 0.412 -0.07
H 4.534 -4.110 1.411 -0.183 0.349 -0.156 0.03
H 4.319 -5.563 1.580 -0.494 0.083 -0.258 0.04
```
Forces are in eV/Å.

Summary:
Total charge ... 0
SMILES ... CNCC(C)C.O
HOMO-LUMO gap ... 9.740 eV
LUMO level ... 0.911 eV

[2]
Formula: C5H15NO
Source: the OMol25 dataset
Level of theory: ωB97M-V/def2-TZVPD

XYZ file:
```
22
Properties=species:S:1:pos:R:3:forces:R:3:lowdin_charge:R:1
C 0.335 -0.083 -1.725 -0.025 0.182 0.045 -0.08
C 0.206 0.933 -0.580 -0.061 -0.171 -0.056 -0.24
N 0.739 0.572 0.724 0.202 0.020 0.174 -0.25
C 1.114 1.701 1.539 0.045 -0.002 -0.129 -0.10
C 1.365 -0.699 0.988 0.167 -0.111 0.320 -0.27
C 0.394 -1.749 1.555 -0.097 -0.258 -0.516 -0.08
H 0.532 -1.099 -1.399 -0.033 -0.090 0.090 0.06
H -0.597 -0.097 -2.280 -0.100 -0.044 -0.105 0.06
H 1.113 0.207 -2.428 0.186 -0.101 0.038 0.07
H -0.852 1.178 -0.496 -0.232 0.088 0.203 0.10
H 0.688 1.860 -0.894 0.113 0.194 -0.094 0.10
H 1.668 2.454 0.956 -0.119 0.042 0.073 0.08
H 1.757 1.400 2.362 0.059 -0.175 0.031 0.07
H 0.246 2.175 2.000 -0.131 0.245 -0.079 0.08
H 2.156 -0.545 1.722 0.048 0.101 0.042 0.10
H 1.896 -1.070 0.118 -0.041 -0.235 -0.314 0.09
H 0.599 -2.779 1.244 0.313 0.130 0.046 0.07
H -0.601 -1.533 1.178 -0.223 0.086 0.063 0.07
H 0.370 -1.731 2.640 -0.091 0.100 0.168 0.06
O -4.145 -0.047 -2.352 -0.107 -0.259 -0.089 -0.07
H -4.992 -0.249 -1.937 0.084 0.094 0.012 0.03
H -3.992 -0.799 -2.937 0.041 0.164 0.077 0.03
```
Forces are in eV/Å.

Summary:
Total charge ... 0
SMILES ... CCN(C)CC.O
HOMO-LUMO gap ... 8.472 eV
LUMO level ... 0.848 eV

[3]
Formula: C5H15NO
Source: the OMol25 dataset
Level of theory: ωB97M-V/def2-TZVPD

XYZ file:
```
22
Properties=species:S:1:pos:R:3:forces:R:3:lowdin_charge:R:1
C 0.000 0.000 0.000 0.679 -0.249 0.449 -0.08
C 0.330 0.218 1.502 -0.922 1.038 -0.070 -0.27
N 0.587 1.671 1.769 0.365 -1.001 0.355 -0.24
C 0.528 1.879 3.239 -0.515 -0.651 -0.561 -0.10
C 1.914 2.006 1.222 -0.917 0.563 0.602 -0.28
C 2.001 3.531 1.108 0.686 -0.077 -0.890 -0.10
H 0.932 0.129 -0.576 -0.549 -0.206 -0.088 0.06
H -0.755 0.704 -0.389 0.308 -0.240 0.428 0.08
H -0.368 -1.029 -0.152 0.182 0.389 -0.081 0.05
H -0.549 -0.089 2.100 0.511 0.133 -0.265 0.09
H 1.201 -0.364 1.860 -0.254 -0.149 -0.324 0.12
H 1.345 1.328 3.734 -0.070 0.078 0.102 0.08
H -0.431 1.407 3.515 0.416 0.371 0.360 0.08
H 0.528 2.917 3.610 0.072 -0.299 -0.642 0.08
H 2.710 1.602 1.877 -0.031 0.053 -0.153 0.11
H 2.016 1.523 0.232 0.005 0.528 0.514 0.10
H 1.108 3.905 0.579 0.380 -0.143 0.214 0.08
H 2.886 3.707 0.473 -0.254 0.473 0.257 0.07
H 2.121 4.102 2.044 -0.061 -0.543 -0.248 0.07
O -1.291 -2.526 2.053 -0.083 -1.063 -0.670 -0.08
H -0.907 -2.662 1.158 -0.422 0.095 0.971 0.04
H -1.728 -3.380 2.268 0.476 0.900 -0.261 0.05
```
Forces are in eV/Å.

Summary:
Total charge ... 0
SMILES ... CCN(C)CC.O
HOMO-LUMO gap ... 9.259 eV
LUMO level ... 0.747 eV

[4]
Formula: C5H15NO
Source: the OMol25 dataset
Level of theory: ωB97M-V/def2-TZVPD

XYZ file:
```
22
Properties=species:S:1:pos:R:3:forces:R:3:lowdin_charge:R:1
C -1.364 0.577 1.759 -0.938 1.345 -0.078 -0.11
C -1.050 0.261 0.297 -0.290 -1.503 0.566 -0.36
C -2.041 -0.814 -0.181 0.402 -0.850 0.613 -0.09
C 0.458 -0.162 0.105 0.028 1.569 0.479 -0.41
C 0.674 -1.279 -0.876 1.240 -0.714 -0.721 -0.10
N 1.185 -0.408 1.346 -1.111 -0.931 -0.311 0.04
H -2.252 1.226 1.756 0.010 0.040 0.001 0.07
H -0.597 1.165 2.258 0.153 -0.155 0.007 0.06
H -1.678 -0.236 2.406 0.509 -0.512 -0.173 0.07
H -1.291 1.149 -0.286 0.458 0.144 -0.128 0.12
H -1.742 -1.308 -1.101 -0.376 0.620 -0.548 0.05
H -2.032 -1.688 0.487 -0.021 0.320 0.365 0.08
H -3.064 -0.443 -0.182 -0.025 0.014 -0.316 0.08
H 0.901 0.747 -0.313 0.039 -0.432 -0.155 0.09
H 0.351 -1.016 -1.878 -0.403 -0.012 -0.012 0.08
H 1.741 -1.497 -1.014 0.086 0.503 0.189 0.08
H 0.314 -2.278 -0.612 -0.651 0.305 0.254 0.08
H 1.492 -1.356 1.416 0.487 0.028 0.423 0.06
H 1.713 0.308 1.798 0.248 0.007 -0.149 0.07
O 1.725 1.547 -2.185 0.831 0.586 0.064 -0.06
H 2.681 1.616 -2.325 -0.151 -0.402 -0.390 0.05
H 1.641 2.226 -1.505 -0.526 0.031 0.021 0.04
```
Forces are in eV/Å.

Summary:
Total charge ... 0
SMILES ... CC(C)[C@H](C)N.O
HOMO-LUMO gap ... 9.095 eV
LUMO level ... 0.641 eV

[5]
Formula: C5H15NO
Source: the OMol25 dataset
Level of theory: ωB97M-V/def2-TZVPD

XYZ file:
```
22
Properties=species:S:1:pos:R:3:forces:R:3:lowdin_charge:R:1
C -0.451 0.753 -0.559 1.723 3.708 0.496 -0.09
C 0.286 0.457 0.751 -0.263 1.299 0.775 -0.28
N 0.468 -0.920 0.887 -1.062 -3.907 2.867 -0.29
C 1.121 -1.839 -0.003 0.061 3.250 -2.971 -0.08
C -0.637 -1.602 1.479 -2.183 0.849 2.198 -0.26
C -2.087 -1.407 0.805 -0.295 -2.750 1.189 -0.10
H 0.045 0.291 -1.400 0.393 0.519 -0.445 0.05
H -0.527 1.929 -0.599 0.037 -2.300 -0.686 0.12
H -1.406 0.319 -0.545 -1.146 -0.177 0.186 0.01
H 1.299 0.790 1.045 -0.256 1.321 -1.399 0.12
H -0.349 0.945 1.606 0.915 -1.473 -1.183 0.15
H 0.716 -2.807 0.044 -0.488 -1.144 0.313 0.06
H 0.866 -1.447 -1.043 0.726 -0.965 0.550 0.09
H 2.195 -1.886 0.067 0.539 0.100 0.237 0.07
H -0.322 -2.646 1.742 -0.852 0.721 -0.711 0.12
H -0.870 -1.165 2.510 0.619 -0.298 -0.964 0.11
H -2.259 -1.956 -0.126 0.551 0.702 -0.546 0.06
H -2.794 -2.036 1.415 0.574 0.766 0.105 0.07
H -2.505 -0.398 0.806 0.412 -0.219 -0.021 0.06
O 1.254 3.873 -2.565 -0.356 0.205 -0.825 -0.06
H 2.090 3.418 -2.520 0.472 -0.269 0.265 0.02
H 1.116 3.948 -3.526 -0.124 0.062 0.571 0.04
```
Forces are in eV/Å.

Summary:
Total charge ... 0
SMILES ... CCN(C)CC.O
HOMO-LUMO gap ... 8.516 eV
LUMO level ... 0.872 eV